Below is a structure of composition C15H18B2ClF4IN4O4Pt, with properties calculated with ωB97M-V with the def2-TZVPD basis set.

**E_tot**: -2428.33207 Ha
**Charge**: +2
**Highest occupied orbital energy**: -0.5742 hartree
**Frontier orbital gap**: 7.0 eV

Atoms and positions in Å:
Pt (-0.0265, 0.0601, -0.0470)
C (-2.8646, 2.5930, 1.8924)
C (-1.8867, 1.5729, 1.4604)
N (-1.4608, 1.4037, 0.2547)
O (-1.8863, 2.2216, -0.7672)
B (-0.2437, 2.5619, -2.1859)
F (-0.9599, 3.3770, -2.9154)
F (0.5451, 2.9609, -1.2050)
O (-0.0388, 1.2850, -2.7524)
N (0.5585, 0.3669, -1.9295)
C (1.5524, -0.3209, -2.3716)
C (2.1667, -0.1510, -3.7089)
C (2.0578, -1.3118, -1.3744)
N (1.4238, -1.2622, -0.2528)
O (1.6854, -2.1216, 0.7275)
B (1.5867, -1.5186, 2.1502)
F (2.3053, -0.3603, 2.1577)
F (1.9407, -2.5352, 2.9660)
O (0.1388, -1.1756, 2.5562)
N (-0.4437, -0.2028, 1.8699)
C (-1.2971, 0.5896, 2.4243)
C (-1.6617, 0.5627, 3.8623)
C (3.2024, -2.2193, -1.6406)
H (-3.0846, 3.3007, 1.0989)
H (-2.4639, 3.1309, 2.7535)
H (-3.7861, 2.1055, 2.2202)
H (1.5630, 0.4920, -4.3406)
H (2.3006, -1.1173, -4.1947)
H (3.1594, 0.2924, -3.5915)
H (-1.1013, -0.2153, 4.3722)
H (-2.7299, 0.3780, 3.9885)
H (-1.4318, 1.5231, 4.3268)
H (3.1991, -2.5721, -2.6703)
H (3.1807, -3.0616, -0.9555)
H (4.1391, -1.6793, -1.4766)
I (-3.6336, 1.6032, -1.6038)
Cl (-1.0911, -4.1028, 2.5939)
C (-0.1826, -4.5875, 1.2572)
C (0.8536, -5.4785, 1.4409)
C (1.5711, -5.9178, 0.3397)
C (1.2855, -5.4938, -0.9795)
C (0.2788, -4.6092, -1.1826)
C (-0.4944, -4.1005, -0.0757)
C (-1.4730, -3.1926, -0.2896)
H (1.0926, -5.8316, 2.4338)
H (2.3767, -6.6247, 0.4982)
H (1.8633, -5.8885, -1.8032)
H (0.0200, -4.2667, -2.1772)
H (-2.0454, -2.7876, 0.5355)
H (-1.7140, -2.8435, -1.2863)

Atoms 1-3, force components in eV/Å:
0.1 0.1 0.0
0.0 0.0 0.0
0.1 -0.2 0.0